No. 1
Formula: C2H4FNO3
Source: OMol25
Level of theory: ωB97M-V/def2-TZVPD

Summary:
- Highest occupied orbital energy (spin up / spin down): -9.1 / -9.1 eV
- Frontier orbital gap (spin up / spin down): 8.92 / 7.72 eV
- LUMO energy (spin up / spin down): -0.007 / -0.050 Eh
- Relative energy (zero: lowest compared OMol25 entry of this formula, charge and spin): 4.122 eV

Structure (ORCA input):
```
! wB97M-V def2-TZVPD RIJCOSX def2/J DEFGRID3
* xyz 0 1
C 0.427 0.756 -1.537
C -0.865 -0.269 0.685
N 0.359 0.051 1.302
O 0.596 1.235 1.570
O 1.227 -0.807 1.307
O -1.257 -1.473 0.488
F -0.223 0.273 -2.560
H 1.145 0.058 -1.263
H 0.690 1.820 -1.564
H -1.609 0.428 0.984
H -0.490 -2.072 0.588
*
```

=====

No. 2
Formula: C2H4FO2P2
Source: OMol25
Level of theory: ωB97M-V/def2-TZVPD

Summary:
- Highest occupied orbital energy: -3.4 eV
- Frontier orbital gap: 7.71 eV
- LUMO energy: 0.157 Eh
- Relative energy (zero: lowest compared OMol25 entry of this formula, charge and spin): 1.368 eV

Structure (ORCA input):
```
! wB97M-V def2-TZVPD RIJCOSX def2/J DEFGRID3
* xyz -1 1
C 1.220 -1.810 0.004
C 0.125 -0.973 -0.291
O 1.977 -0.961 0.829
O 1.484 -2.959 -0.332
F 0.013 -0.764 2.099
P -0.846 -0.491 -1.732
P 0.571 0.126 0.853
H -1.792 0.159 -0.977
H -0.173 0.732 -1.758
H 1.654 1.074 0.736
H -0.631 1.058 0.984
*
```

=====

No. 3
Formula: C2H4FPS
Source: OMol25
Level of theory: ωB97M-V/def2-TZVPD

Summary:
- Highest occupied orbital energy: -9.0 eV
- Frontier orbital gap: 9.28 eV
- LUMO energy: 0.010 Eh
- SMILES string: FC#P.CS
- Relative energy (zero: lowest compared OMol25 entry of this formula, charge and spin): 1.578 eV

Structure (ORCA input):
```
! wB97M-V def2-TZVPD RIJCOSX def2/J DEFGRID3
* xyz 0 1
F -4.771 -1.540 -0.565
C -4.841 -0.285 -0.188
P -4.682 1.193 0.199
C -1.121 -1.325 -0.928
S -0.682 0.249 -0.093
H -0.316 -2.032 -0.723
H -1.143 -1.053 -1.989
H -1.974 -1.799 -0.619
H -1.996 0.821 -0.390
*
```

=====

No. 4
Formula: C2H4Ga
Source: OMol25
Level of theory: ωB97M-V/def2-TZVPD

Summary:
- Highest occupied orbital energy (spin up / spin down): -7.0 / -6.8 eV
- Frontier orbital gap (spin up / spin down): 6.90 / 4.50 eV
- LUMO energy (spin up / spin down): -0.005 / -0.083 Eh
- Relative energy (zero: lowest compared OMol25 entry of this formula, charge and spin): 0.000 eV

Structure (ORCA input):
```
! wB97M-V def2-TZVPD RIJCOSX def2/J DEFGRID3
* xyz 0 2
C -0.253 -0.402 -0.447
C 0.479 0.455 0.520
H -1.181 0.058 -0.841
H 0.338 -0.670 -1.346
H 1.567 0.253 0.438
Ga -0.340 1.765 1.702
H -0.609 -1.460 -0.027
*
```

=====

No. 5
Formula: C2H4IN
Source: OMol25
Level of theory: ωB97M-V/def2-TZVPD

Summary:
- Highest occupied orbital energy: -9.1 eV
- Frontier orbital gap: 9.25 eV
- LUMO energy: 0.006 Eh
- SMILES string: C/C=N/I
- Relative energy (zero: lowest compared OMol25 entry of this formula, charge and spin): 0.996 eV

Structure (ORCA input):
```
! wB97M-V def2-TZVPD RIJCOSX def2/J DEFGRID3
* xyz 0 1
C -0.210 0.314 -0.068
C 1.248 0.342 0.398
N 2.123 -0.076 -0.371
I 4.109 -0.016 0.001
H -0.230 0.177 -1.171
H -0.601 1.066 0.536
H -0.568 -0.651 0.380
H 1.323 0.827 1.399
*
```

=====

No. 6
Formula: C2H4IN
Source: OMol25
Level of theory: ωB97M-V/def2-TZVPD

Summary:
- Highest occupied orbital energy (spin up / spin down): -9.8 / -9.0 eV
- Frontier orbital gap (spin up / spin down): 8.63 / 6.29 eV
- LUMO energy (spin up / spin down): -0.041 / -0.101 Eh
- Relative energy (zero: lowest compared OMol25 entry of this formula, charge and spin): 2.777 eV

Structure (ORCA input):
```
! wB97M-V def2-TZVPD RIJCOSX def2/J DEFGRID3
* xyz 0 1
C 0.491 -0.270 0.227
C 0.280 1.014 -0.389
N -0.066 -1.401 -0.012
I -3.293 0.234 0.225
H 1.298 -0.368 0.969
H 0.259 1.005 -1.525
H 0.524 1.975 0.212
H 0.508 -2.188 0.292
*
```

=====

No. 7
Formula: C2H4IOP
Source: OMol25
Level of theory: ωB97M-V/def2-TZVPD

Summary:
- Highest occupied orbital energy: -8.3 eV
- Frontier orbital gap: 8.29 eV
- LUMO energy: -0.002 Eh
- Relative energy (zero: lowest compared OMol25 entry of this formula, charge and spin): 0.616 eV

Structure (ORCA input):
```
! wB97M-V def2-TZVPD RIJCOSX def2/J DEFGRID3
* xyz 0 1
C -0.052 0.125 1.108
C 1.065 0.211 0.135
O -0.137 0.333 2.275
P -1.923 -0.073 -0.302
I -1.216 0.159 -2.553
H 0.982 -0.418 -0.813
H 1.156 1.356 -0.215
H 2.015 -0.164 0.643
H -1.889 -1.528 -0.278
*
```

=====

No. 8
Formula: C2H4IOP3
Source: OMol25
Level of theory: ωB97M-V/def2-TZVPD

Summary:
- Highest occupied orbital energy (spin up / spin down): -5.7 / -8.8 eV
- Frontier orbital gap (spin up / spin down): 6.10 / 5.37 eV
- LUMO energy (spin up / spin down): 0.014 / -0.125 Eh
- Relative energy (zero: lowest compared OMol25 entry of this formula, charge and spin): 1.122 eV

Structure (ORCA input):
```
! wB97M-V def2-TZVPD RIJCOSX def2/J DEFGRID3
* xyz 0 3
C 1.106 0.711 0.254
C 0.453 -0.597 0.207
O -0.852 2.368 -0.559
P 0.359 2.343 0.608
P 2.766 1.339 0.813
P 1.775 2.139 -0.913
I 4.253 -0.418 -0.209
H 1.273 -1.375 -0.205
H -0.444 -0.676 -0.444
H 0.059 -0.797 1.305
H -1.658 2.907 -0.272
*
```